1.
C29H91N16O14Ti | the ωB97M-V functional and the def2-TZVPD basis

Computed properties:
2S+1: 4
F_max: 5.6 eV/Å
LUMO (alpha / beta): 0.41 / 0.39 eV
E_HOMO (alpha / beta): -3.2280 / -9.2341 eV
expectation value of S²: 3.752
frontier orbital gap (alpha / beta): 3.64 / 9.63 eV

XYZ file:
```
151
Properties=species:S:1:pos:R:3:forces:R:3:mulliken_charge:R:1
Ti 16.016 13.972 16.938 -1.017 0.392 -0.810 0.368
O 15.749 14.519 18.868 1.218 -1.184 0.835 -0.460
H 15.301 15.324 19.038 -0.783 1.107 0.071 -0.189
C 13.670 17.458 15.692 0.934 -0.693 2.329 -0.025
O 13.082 18.422 15.270 -0.480 1.132 -0.580 -0.690
N 13.533 16.217 15.167 -1.495 -0.964 -1.091 1.181
N 14.450 17.499 16.873 0.077 0.220 -0.541 0.080
H 13.852 15.376 15.674 -0.095 0.694 -0.132 -0.790
H 12.626 16.135 14.649 1.440 0.015 0.633 -0.117
H 14.839 18.401 17.113 -0.328 0.170 -0.235 0.315
H 15.149 16.757 17.036 -0.393 -0.293 -0.401 -0.544
C 15.428 8.399 19.274 -0.351 -3.238 -0.154 0.544
O 15.809 9.377 18.754 1.706 4.798 -2.380 -0.635
N 15.606 7.210 18.598 -0.675 -1.172 0.813 -0.433
N 14.896 8.432 20.481 -1.369 -0.669 2.105 -0.314
H 16.282 7.262 17.865 0.012 -0.107 -0.283 0.215
H 15.154 6.319 18.808 0.456 0.769 0.018 0.176
H 14.377 9.227 20.805 0.197 0.829 -0.046 0.105
H 14.610 7.624 20.975 -0.035 -0.935 0.071 0.182
C 18.658 14.654 21.048 -2.023 -1.292 -2.073 0.360
O 19.311 14.975 21.974 1.949 0.130 2.369 -0.613
N 18.089 13.389 20.812 -0.689 -0.042 -0.349 -0.179
N 18.376 15.524 20.011 -2.164 1.956 0.366 -0.355
H 18.377 12.625 21.392 0.066 0.071 0.518 0.207
H 17.080 13.360 20.570 1.098 0.254 0.131 0.174
H 18.324 16.463 20.488 0.384 -1.076 -1.095 0.269
H 17.406 15.333 19.619 1.311 -0.031 0.027 0.106
C 14.088 12.162 21.239 1.830 0.907 -0.729 0.679
O 13.670 11.267 21.946 -0.358 -1.439 -0.208 -0.744
N 14.867 12.077 20.127 0.414 -2.488 -0.567 0.461
N 13.909 13.441 21.588 -1.261 0.766 0.596 -0.307
H 15.199 11.141 19.847 -0.375 0.800 0.056 0.076
H 15.268 12.874 19.634 -0.512 0.394 0.141 -0.633
H 14.320 14.237 21.207 1.016 0.865 -1.276 0.125
H 13.573 13.592 22.487 -0.835 0.047 1.613 0.219
C 15.563 14.234 12.121 -0.239 0.267 -0.569 0.362
O 15.388 13.089 12.559 -0.359 -0.403 0.203 -0.711
N 14.883 14.615 10.997 -0.674 -0.965 0.202 -0.244
N 16.428 15.084 12.743 -0.950 -0.071 -2.070 -0.256
H 14.030 14.081 10.721 0.938 0.076 0.560 0.246
H 15.032 15.434 10.465 0.525 0.961 0.035 0.178
H 16.415 16.057 12.485 0.301 0.227 -0.092 0.161
H 16.631 14.821 13.662 0.481 -0.275 1.567 -0.025
C 12.006 14.287 12.873 -1.123 1.972 1.443 -1.138
C 11.762 13.059 12.121 -0.874 -1.029 -2.214 1.822
C 10.316 12.554 12.240 0.614 -0.847 0.295 -0.951
O 10.279 11.373 11.457 1.781 1.663 -0.655 -0.324
C 9.301 10.522 11.810 0.472 -2.113 1.404 -0.726
N 12.097 13.216 10.707 1.113 0.204 -1.007 -0.706
H 12.888 14.363 13.459 1.334 -0.191 -0.187 -0.179
H 11.272 14.264 13.656 -0.668 0.122 0.801 0.488
H 11.803 15.285 12.426 0.302 -0.840 -0.477 0.283
H 12.370 12.228 12.459 0.292 -0.035 0.320 -0.538
H 9.579 13.246 11.870 -0.325 0.688 -0.274 0.434
H 10.039 12.305 13.279 0.270 0.086 -0.043 0.202
H 8.359 10.943 11.701 -2.163 0.941 0.115 0.372
H 9.476 10.174 12.863 -0.489 -0.038 -0.627 0.163
H 9.335 9.694 11.127 0.095 -0.674 -0.135 0.268
H 12.095 12.377 10.123 -0.323 0.401 0.662 0.190
H 11.682 13.997 10.199 -0.193 -0.354 0.535 0.262
C 15.746 8.573 12.557 -0.120 -0.194 -0.084 -1.678
C 14.389 8.992 13.118 0.104 0.184 -2.271 0.572
C 13.948 7.913 14.031 -0.402 -0.488 -0.195 -0.835
O 12.614 8.067 14.435 -0.430 0.799 -1.457 -0.194
C 12.365 7.209 15.473 0.540 -0.802 0.833 -0.638
N 14.521 10.323 13.676 0.489 -0.274 0.302 0.188
H 15.691 7.504 12.379 0.264 -0.145 -0.342 0.508
H 16.484 8.730 13.332 0.470 0.167 0.070 0.306
H 16.036 9.076 11.618 -0.164 -0.038 0.546 0.400
H 13.717 9.024 12.233 -0.117 -0.213 0.429 0.256
H 14.543 7.978 14.933 0.681 -0.280 0.312 0.292
H 14.065 6.913 13.527 0.053 0.737 0.505 0.320
H 12.296 6.134 15.189 0.081 0.499 -0.063 0.289
H 11.451 7.501 15.958 -0.379 0.092 0.340 0.250
H 13.249 7.355 16.109 -0.522 -0.607 0.911 0.234
H 13.629 10.724 13.901 -0.454 0.178 -0.162 -0.477
H 14.945 10.874 12.934 -0.116 0.482 0.311 0.107
C 18.550 11.579 15.616 1.615 -0.244 -0.190 -1.309
C 18.894 12.552 16.774 -2.882 -0.901 0.731 0.386
C 19.076 14.039 16.442 1.193 -2.197 -1.053 -1.163
O 17.935 14.739 16.067 -0.264 -0.775 0.216 0.319
C 18.213 16.116 15.895 -0.458 0.134 -1.292 -0.591
N 17.678 12.419 17.679 -0.232 0.172 -0.903 -0.521
H 17.737 11.868 14.978 -0.457 0.790 -0.159 0.101
H 18.202 10.580 15.997 0.933 0.782 -0.184 0.328
H 19.469 11.527 14.962 -0.975 -0.491 0.588 0.390
H 19.796 12.211 17.298 -0.008 0.122 -0.215 0.380
H 19.837 14.064 15.668 0.120 0.140 -0.707 0.444
H 19.573 14.469 17.255 0.320 1.055 1.722 0.688
H 18.894 16.461 16.651 0.190 0.297 0.459 0.441
H 17.218 16.557 15.964 0.160 0.471 0.037 0.005
H 18.646 16.288 14.879 -0.167 -0.114 0.613 0.138
H 17.687 12.872 18.570 0.785 0.194 0.713 0.306
H 17.288 11.481 17.795 0.564 0.230 -0.168 -0.096
C 15.849 18.877 13.540 -0.617 2.603 -0.405 -1.624
C 15.587 18.424 12.138 -0.072 -1.265 -0.847 1.357
C 14.991 19.445 11.161 1.029 0.180 0.801 -0.768
O 15.307 19.011 9.814 -0.623 0.538 1.658 -0.322
C 14.819 19.909 8.878 0.767 1.849 -1.564 -0.735
N 16.844 17.898 11.619 1.573 0.164 1.220 -0.673
H 14.964 19.300 14.018 -0.058 -0.397 0.171 0.362
H 16.601 19.694 13.563 -0.218 -0.288 -0.275 0.547
H 16.263 18.091 14.094 0.294 -1.320 1.039 0.137
H 14.990 17.496 12.183 -0.833 0.715 0.062 -0.323
H 15.469 20.451 11.432 -0.545 -1.021 -0.846 0.343
H 13.917 19.514 11.333 -0.155 0.117 -0.244 0.407
H 13.754 19.871 8.651 -0.289 -0.568 0.267 0.289
H 15.374 19.705 7.921 -0.547 0.335 0.846 0.225
H 14.972 21.007 9.170 0.230 -1.360 -0.249 0.291
H 17.076 18.279 10.723 0.136 0.105 -0.495 0.250
H 17.568 18.185 12.304 -0.246 -0.295 -1.036 0.171
C 8.518 16.980 15.663 -0.916 -1.421 -1.281 -1.384
C 8.640 17.039 17.176 -0.137 1.107 -2.430 0.790
C 10.030 17.478 17.468 0.495 -0.218 1.765 -0.654
O 10.191 17.312 18.894 0.010 -0.236 -0.510 -0.329
C 11.298 17.991 19.385 0.480 1.509 0.357 -0.855
N 7.701 18.047 17.662 0.396 -0.755 -0.208 -0.694
H 8.927 17.823 15.134 -0.164 0.637 -0.033 0.393
H 7.494 16.717 15.292 0.343 0.912 0.579 0.395
H 9.010 16.114 15.215 0.703 -0.147 0.409 0.136
H 8.454 16.021 17.482 -0.021 -0.396 0.873 0.128
H 10.272 18.508 17.164 -0.459 -0.162 0.064 0.725
H 10.746 16.829 17.009 0.645 -0.515 -0.626 -0.081
H 12.269 17.844 18.924 0.019 -0.517 -0.920 0.202
H 11.491 17.750 20.407 -0.391 -0.432 0.901 0.354
H 11.120 19.076 19.359 -0.009 0.001 -0.066 0.383
H 7.682 17.881 18.652 -0.668 0.397 0.512 0.276
H 6.815 17.845 17.212 -0.220 0.160 0.563 0.273
C 9.570 12.366 19.599 1.035 3.153 -0.507 -1.623
C 10.636 12.661 18.497 0.170 1.351 0.143 1.467
C 10.136 12.073 17.212 1.774 -0.701 0.034 -1.797
O 11.249 12.009 16.306 -0.078 -0.303 -0.440 0.268
C 11.769 10.709 16.243 0.392 -1.384 -0.239 -0.705
N 10.922 14.131 18.246 0.061 -0.949 1.076 0.172
H 8.598 12.737 19.192 0.468 -0.736 0.572 0.304
H 9.832 12.996 20.473 -0.319 -0.184 -0.354 0.395
H 9.619 11.384 19.964 -0.379 -1.558 0.054 0.488
H 11.663 12.232 18.684 -1.195 -0.001 0.238 -0.318
H 9.368 12.621 16.708 -0.679 0.493 -0.009 0.534
H 9.802 11.071 17.465 -0.332 -0.298 -0.386 0.456
H 11.115 9.995 15.713 -0.206 0.346 0.143 0.257
H 11.989 10.259 17.227 -0.128 0.363 -0.006 0.521
H 12.708 10.637 15.684 -0.076 0.628 0.122 -0.274
H 10.871 14.650 19.120 0.036 -0.022 -0.151 0.113
H 10.258 14.572 17.628 -0.297 -0.119 -0.150 -0.394
O 15.218 12.869 15.133 -0.162 -0.975 0.744 0.805
H 15.222 12.941 14.148 0.305 0.056 -0.212 -0.491
H 15.056 11.920 15.333 0.266 0.657 -0.404 -0.104
O 13.652 13.766 17.064 0.674 0.538 0.682 2.393
H 13.107 14.119 17.794 -0.062 -0.238 -0.494 -0.363
H 13.101 13.166 16.569 -0.626 -0.357 -0.227 -0.689
```
Positions in Å, forces in eV/Å.

***

2.
C22H40NO17S2 | the ωB97M-V functional and the def2-TZVPD basis

Computed properties:
energy relative to the best compared isomer or geometry (same formula, charge and spin): 86.00 kcal per mole
F_max: 5.3 eV/Å
LUMO: 1.81 eV
total charge: -1
E_HOMO: -4.3230 eV
frontier orbital gap: 6.13 eV

XYZ file:
```
82
Properties=species:S:1:pos:R:3:forces:R:3:mulliken_charge:R:1
N -0.817 1.204 0.848 -1.129 2.669 -0.645 0.998
O -0.313 0.574 1.733 1.539 -2.296 2.360 -0.661
O -1.260 2.346 1.087 -0.410 0.850 0.267 -0.662
O -0.900 0.783 -0.296 0.014 -1.325 -2.034 -0.676
O 0.230 7.504 -2.624 0.718 0.143 -2.327 -0.598
C 0.407 7.316 -3.826 -2.236 -0.204 4.416 0.519
O 1.474 7.726 -4.475 1.515 0.460 1.007 -0.313
C 1.457 7.255 -5.771 -1.723 -1.920 -1.551 -0.425
C 0.378 6.064 -5.750 0.471 0.841 -1.010 -0.588
C -0.560 6.512 -4.673 0.945 0.754 0.089 -0.334
H 2.377 6.810 -6.148 0.342 0.669 0.408 0.298
H 1.101 8.102 -6.359 0.191 -0.278 -0.675 0.308
H 0.821 5.100 -5.499 0.198 0.096 -0.358 0.314
H -0.136 6.084 -6.710 0.280 -0.645 -0.116 0.303
H -1.011 5.770 -4.015 -0.205 0.131 -0.415 0.288
H -1.248 7.204 -5.159 -0.490 -0.025 0.542 0.227
O 8.448 4.224 -1.979 -3.499 -2.518 0.387 -0.605
C 7.427 3.500 -2.047 1.996 2.445 -0.407 0.522
O 6.446 3.414 -1.083 0.808 0.382 -0.747 -0.341
C 5.354 2.509 -1.494 2.024 -0.522 1.507 -0.327
C 5.958 1.778 -2.644 -0.950 -0.322 -2.090 -0.559
C 6.985 2.685 -3.266 0.006 -0.345 0.479 -0.399
H 4.404 3.039 -1.548 0.284 -0.077 -0.234 0.358
H 5.401 1.699 -0.766 -1.094 0.729 0.831 0.224
H 5.183 1.581 -3.385 0.041 -0.640 0.048 0.304
H 6.436 0.861 -2.299 -0.219 -0.040 -0.116 0.295
H 6.510 3.300 -4.031 0.249 0.430 0.171 0.256
H 7.754 2.083 -3.751 0.326 0.478 0.196 0.273
O 2.397 -4.517 -6.938 -2.707 -0.008 0.126 -0.567
C 1.199 -4.524 -6.686 2.563 0.246 0.642 0.485
O 0.225 -4.632 -7.666 2.031 -0.570 0.719 -0.319
C -1.035 -4.690 -7.063 -0.570 1.564 1.641 -0.379
C -0.784 -4.953 -5.572 -0.661 -1.365 0.927 -0.561
C 0.567 -4.411 -5.206 0.506 0.411 -3.050 -0.392
H -1.702 -5.430 -7.504 0.226 0.224 -0.214 0.312
H -1.398 -3.663 -7.108 -0.803 -0.105 -0.493 0.279
H -0.729 -6.038 -5.484 -0.203 -0.169 0.362 0.260
H -1.552 -4.575 -4.897 -0.279 -0.146 -0.328 0.354
H 1.182 -4.923 -4.466 -0.218 -0.137 -0.302 0.274
H 0.521 -3.351 -4.956 0.117 0.072 -0.016 0.255
O 0.837 -10.388 3.298 0.244 1.522 -1.046 -0.579
C 0.664 -9.303 2.778 -0.174 -0.936 1.894 0.513
O -0.549 -8.992 2.240 0.506 -1.046 0.741 -0.334
C -0.533 -7.702 1.702 0.414 1.267 -0.051 -0.390
C 0.577 -6.929 2.450 -0.160 -0.155 -0.063 -0.500
C 1.550 -8.036 2.788 0.141 -0.202 -0.632 -0.396
H -1.496 -7.223 1.881 -0.051 -0.242 -0.456 0.297
H -0.283 -7.865 0.654 -0.272 0.726 -0.259 0.271
H 0.224 -6.500 3.388 -0.351 0.147 -0.200 0.271
H 1.047 -6.148 1.852 -0.254 0.024 0.022 0.308
H 2.101 -7.827 3.705 -0.189 -0.618 0.067 0.302
H 2.284 -8.074 1.983 0.143 -0.466 -0.019 0.237
O -8.324 -1.029 -0.247 0.614 1.897 0.298 -0.660
S -7.810 0.359 -0.222 -1.963 -2.995 -0.955 1.114
O -8.857 1.384 -0.203 2.464 -0.770 0.258 -0.582
O -6.723 0.394 0.973 -0.556 1.173 -1.996 -0.242
C -6.862 -0.499 2.074 -1.633 -0.003 1.335 -0.338
C -7.758 0.229 3.130 0.983 -0.791 -1.028 -0.924
C -6.745 0.360 -1.718 0.178 1.311 0.402 -0.885
H -5.832 -0.666 2.388 -0.242 -0.112 0.172 0.316
H -7.392 -1.410 1.799 0.544 -0.102 -0.409 0.306
H -7.952 -0.404 3.995 0.645 0.267 0.333 0.359
H -8.760 0.377 2.726 0.187 0.399 -0.358 0.270
H -7.197 1.153 3.268 -0.673 0.166 0.815 0.273
H -5.835 -0.185 -1.466 -0.275 -0.119 -0.044 0.303
H -6.471 1.359 -2.058 0.094 0.223 0.574 0.351
H -7.282 -0.035 -2.581 -0.323 -0.520 0.617 0.337
O 0.440 3.976 6.902 2.783 -1.266 1.957 -0.583
S 1.744 3.776 7.594 -1.120 1.387 -1.315 1.076
O 2.274 4.919 8.327 -0.395 -1.997 -0.527 -0.596
O 1.766 2.444 8.632 2.124 4.786 -0.899 -0.289
C 0.921 1.413 8.373 -1.058 -1.844 0.781 -0.083
C 1.331 0.383 9.406 -0.328 -1.643 -0.467 -1.312
C 2.955 3.194 6.316 -0.444 -0.085 1.443 -0.796
H 1.058 1.103 7.337 -0.736 -0.345 -0.001 0.390
H -0.069 1.726 8.705 -0.471 -0.138 -1.034 0.232
H 1.259 0.836 10.395 0.396 -0.206 -0.049 0.298
H 2.249 -0.164 9.189 0.740 0.939 0.218 0.338
H 0.702 -0.506 9.376 -0.896 0.303 0.104 0.401
H 3.004 3.874 5.466 -0.523 -0.163 0.129 0.341
H 2.609 2.181 6.110 0.042 0.201 -0.559 0.275
H 3.942 3.130 6.774 -0.147 0.091 0.208 0.310
```
Positions in Å, forces in eV/Å.